The following is a quantum chemistry calculation of a cluster of 12 separate species, C48H72F6N18O21S6 in total in a non-equilibrium geometry, from the Open Molecules 2025 dataset.

Values from the calculation:
- multiplicity = 1
- orbital gap (eV) = 0.6
- M (g/mol) = 1543.6
- charge = +2

Geometry (Å):
C: 12.758760 -10.654632 4.363928
C: 13.323148 -9.574057 3.524100
N: 13.677309 -9.901111 2.140887
C: 12.887085 -10.541910 1.229370
C: 13.578979 -10.713069 0.027079
N: 14.753482 -9.975394 0.188812
C: 14.826233 -9.508148 1.471680
C: 15.803284 -9.716624 -0.762984
H: 12.334959 -10.442981 5.345597
H: 13.460676 -11.476011 4.507904
H: 11.930332 -11.045143 3.772903
H: 14.284284 -9.242884 3.917342
H: 12.525726 -8.834878 3.447673
H: 11.826964 -10.613462 1.422841
H: 13.269567 -11.133166 -0.918539
H: 15.595660 -8.843779 1.836390
H: 16.758633 -9.512527 -0.279510
H: 15.557476 -8.820201 -1.332271
H: 15.912602 -10.607164 -1.381927
C: 9.369277 -12.324316 12.477900
C: 8.910534 -12.074911 13.863823
N: 9.910809 -11.228721 14.529336
C: 10.383683 -9.933903 14.076771
C: 11.482433 -9.571909 14.788900
N: 11.578887 -10.516438 15.803034
C: 10.545787 -11.457325 15.706019
C: 12.563225 -10.481246 16.809140
H: 10.376946 -12.710072 12.323280
H: 9.174271 -11.410351 11.916879
H: 8.642100 -12.998752 12.025756
H: 8.890012 -12.982458 14.467167
H: 7.911346 -11.649748 13.958408
H: 9.901273 -9.426924 13.254187
H: 12.136436 -8.729207 14.619985
H: 10.419847 -12.368520 16.271932
H: 12.432875 -11.241122 17.579657
H: 12.559470 -9.476686 17.232158
H: 13.599056 -10.477541 16.469805
C: 4.495364 -3.995699 15.801642
C: 6.036678 -4.083228 15.551649
N: 6.556702 -5.113358 16.455379
C: 6.231610 -6.454419 16.461273
C: 6.804691 -6.958018 17.580961
N: 7.702202 -6.054787 18.096347
C: 7.397552 -4.853046 17.445870
C: 8.386254 -6.243496 19.278489
H: 4.370433 -3.945841 16.883309
H: 4.045866 -4.947169 15.517457
H: 3.864219 -3.275660 15.280802
H: 6.458123 -3.137425 15.892157
H: 6.385834 -4.200833 14.525801
H: 5.679269 -6.952846 15.678398
H: 6.718303 -7.956441 17.983576
H: 7.811857 -3.911635 17.775269
H: 8.353205 -7.299024 19.548434
H: 7.809597 -5.680689 20.012523
H: 9.414021 -5.906873 19.142560
C: 15.822115 -5.044948 11.583675
C: 16.830716 -5.982579 10.811735
N: 16.769086 -7.423289 11.182321
C: 16.954225 -8.049975 12.426205
C: 17.034142 -9.413112 12.188148
N: 16.826128 -9.699355 10.854657
C: 16.690962 -8.445243 10.227804
C: 16.677955 -11.010411 10.227595
H: 16.156206 -4.026034 11.387960
H: 15.807984 -5.333919 12.634579
H: 14.841758 -5.337686 11.207742
H: 17.842704 -5.761667 11.151126
H: 16.517596 -5.825760 9.779522
H: 17.145405 -7.362099 13.236557
H: 17.243181 -10.203442 12.893892
H: 16.652426 -8.293170 9.159258
H: 15.599362 -11.081821 10.087417
H: 17.074048 -11.825629 10.833091
H: 17.071102 -10.944269 9.213116
C: -0.642094 -16.738622 12.382533
N: 0.785611 -17.121258 12.456144
C: 1.635985 -16.178510 12.998886
C: 2.977079 -16.401383 13.064465
C: 3.562346 -17.621976 12.526626
C: 2.625899 -18.534605 12.055069
C: 1.255434 -18.280369 11.928845
C: 5.077530 -17.865285 12.343617
C: 5.918129 -17.850542 13.482861
C: 7.280032 -18.044911 13.289868
N: 7.702607 -18.343803 12.058112
C: 6.953913 -18.554191 10.941644
C: 5.603529 -18.377184 11.123595
C: 9.159635 -18.533200 11.864107
H: -0.758823 -16.426792 11.344634
H: -0.802379 -15.993790 13.162046
H: -1.231107 -17.626699 12.611639
H: 1.164089 -15.219746 13.155337
H: 3.528763 -15.536162 13.401245
H: 2.985273 -19.432796 11.574958
H: 0.590887 -19.032815 11.530607
H: 5.463116 -17.647666 14.441092
H: 8.001575 -18.020271 14.093096
H: 7.440870 -18.811679 10.012678
H: 4.980443 -18.667391 10.290564
H: 9.640863 -17.571458 11.686451
H: 9.420114 -19.173178 11.021089
H: 9.509758 -19.072756 12.744106
C: 17.244238 -7.741787 24.350824
N: 17.124421 -9.006010 25.125588
C: 16.331541 -10.037705 24.678283
C: 16.119872 -11.116987 25.568473
C: 16.642922 -11.107155 26.870598
C: 17.481483 -10.022138 27.187042
C: 17.778534 -9.064052 26.287760
C: 16.300060 -12.236818 27.891921
C: 15.208761 -12.189426 28.571392
C: 14.971600 -13.306650 29.363632
N: 15.813804 -14.383051 29.459204
C: 16.889132 -14.457718 28.665800
C: 17.132968 -13.370888 27.831998
C: 15.518297 -15.513870 30.357668
H: 17.670047 -7.027956 25.055985
H: 16.232740 -7.464892 24.053661
H: 17.987381 -7.861832 23.562526
H: 15.951147 -9.830138 23.689027
H: 15.373405 -11.831323 25.253978
H: 17.865949 -10.072995 28.195012
H: 18.557381 -8.399795 26.632074
H: 14.562351 -11.344269 28.386310
H: 14.035664 -13.413145 29.891916
H: 17.528485 -15.297465 28.894836
H: 18.016768 -13.433475 27.214438
H: 14.701968 -15.413463 31.072939
H: 16.306814 -15.469793 31.108930
H: 15.488939 -16.424821 29.759825
N: 2.034555 -13.077235 6.558682
S: 3.202428 -14.158514 7.280325
O: 3.699650 -15.309375 6.499842
O: 3.154904 -14.253729 8.728628
F: 4.446719 -13.171173 7.082726
S: 1.124307 -14.290620 6.328864
O: 0.441388 -14.844906 7.407703
O: 1.368615 -15.031524 5.098037
F: 0.000084 -13.289729 5.888242
N: 7.852688 -12.825826 20.487438
S: 7.018027 -14.233974 20.353692
O: 6.254026 -14.690612 21.505741
O: 7.654658 -15.159056 19.502097
F: 5.900468 -13.524100 19.435236
S: 8.574102 -13.111258 21.760778
O: 9.264568 -14.405206 21.839697
O: 8.158725 -12.412349 22.963789
F: 9.871045 -12.187809 21.473407
N: 11.151655 -3.039079 8.375430
S: 10.557629 -4.333291 7.759762
O: 11.108101 -5.535456 8.259859
O: 10.034955 -4.378858 6.374548
F: 9.168309 -4.243098 8.675706
S: 12.292285 -2.920984 7.198906
O: 12.004632 -2.184430 5.987766
O: 13.134046 -4.100354 7.074884
F: 13.337489 -1.939685 7.972713
N: 3.344134 -9.319123 10.762719
O: 4.294347 -8.890603 11.404649
O: 2.407815 -9.977385 11.189002
O: 3.272461 -9.186602 9.524588
N: 14.630284 -3.584492 17.289782
O: 13.445335 -3.273343 17.239270
O: 15.510951 -2.724990 17.474476
O: 15.004684 -4.727997 17.150176
N: 14.477317 -15.295800 15.344515
O: 13.516836 -16.003903 15.517949
O: 14.435673 -14.339217 14.614409
O: 15.477656 -15.457540 15.996885

Forces on the atoms, in the same order (eV/Å):
-0.450 -2.276 -0.606
0.430 1.533 0.379
1.812 0.194 -2.355
0.197 -0.323 -1.290
-0.230 1.726 1.703
-0.406 -0.125 2.813
-2.173 -1.275 -0.488
0.437 0.038 -0.777
0.271 0.868 -0.245
0.080 -0.071 -0.051
-0.240 -0.423 0.287
-0.425 0.741 0.296
0.589 0.705 0.188
0.139 -0.778 0.057
0.094 0.066 0.155
-0.008 -0.299 0.150
-0.196 -0.212 0.248
-0.095 -0.268 -0.285
0.046 0.308 -0.193
-1.275 0.112 -1.467
0.451 -0.427 1.591
1.137 3.379 1.944
-0.354 -1.751 -0.622
-1.722 -1.347 0.176
-2.331 -1.696 -0.877
2.105 1.466 -2.552
1.601 1.091 1.756
-0.084 0.152 0.373
0.565 0.078 -0.254
0.151 -0.321 -0.073
0.042 -0.132 -0.031
0.135 0.284 -0.327
0.151 -0.223 -0.067
-0.007 -0.116 0.450
0.244 0.199 0.299
-0.129 0.110 -0.232
-0.503 -0.057 0.621
-0.153 -0.856 -0.709
0.353 -1.375 -0.185
-1.256 1.448 0.241
0.773 0.187 -0.202
-0.226 0.291 0.522
0.938 -1.285 -0.787
-4.059 2.189 -3.864
1.229 -2.173 1.127
0.943 0.174 2.209
-0.197 0.400 -0.025
0.017 -0.182 -0.050
0.782 0.436 0.019
0.240 -0.079 0.002
-0.280 -0.495 0.077
-0.266 0.286 0.196
0.193 0.037 -0.102
-0.069 0.058 -0.422
0.171 0.122 -0.031
0.734 -0.033 0.641
-0.032 0.022 0.489
0.660 -2.316 -0.252
-0.702 0.694 1.797
-0.760 -4.035 -2.207
0.364 0.246 -2.023
-0.247 0.538 0.623
0.533 4.322 0.093
0.430 -0.291 2.693
-1.058 0.766 -0.639
-0.515 -0.070 0.194
0.226 0.612 0.184
-0.155 0.806 -0.135
0.106 0.649 -0.951
0.997 -0.510 -0.182
-0.123 -0.664 0.456
-0.176 0.067 -0.023
-0.236 0.017 0.148
-0.009 -0.730 0.175
0.063 0.326 -0.117
0.462 -0.290 0.259
0.481 -0.743 -0.182
0.845 -0.048 0.161
-0.833 -1.373 -1.336
1.320 -0.846 -0.652
-0.465 1.494 0.262
0.116 -0.193 -1.249
1.041 1.069 1.767
-0.824 -1.196 0.670
-0.321 0.723 -1.247
-1.530 -0.189 -0.108
2.088 -0.567 -1.557
-1.124 0.731 2.206
-0.662 0.315 -0.157
0.512 -0.277 0.420
-0.657 0.411 0.259
-0.251 0.094 -0.522
-0.093 0.149 -0.158
0.188 0.020 0.482
0.524 -0.225 0.040
-0.043 -0.240 0.136
-0.275 0.315 -0.081
0.374 0.087 0.175
0.129 0.019 -0.110
-0.007 -0.110 0.162
-0.354 0.495 -0.051
0.025 -0.051 0.419
-0.615 0.044 -0.086
0.376 0.476 0.007
0.497 -0.175 0.429
0.024 -0.529 -0.783
1.340 0.864 2.316
-0.734 0.783 -0.730
-0.243 0.235 -0.412
-0.850 -2.958 1.366
0.084 -0.011 0.742
5.593 0.598 -5.483
-3.365 -0.663 2.536
-0.760 -0.998 0.659
-2.212 1.803 -0.277
0.208 1.398 0.143
0.474 -0.908 0.889
0.757 0.000 1.063
-0.361 0.208 -0.226
0.371 0.182 -0.311
-0.473 -0.060 -0.317
-0.459 -0.612 0.024
0.231 -0.416 -0.064
0.564 0.615 -0.085
-0.278 0.892 -0.830
-0.577 -0.217 0.798
0.082 -0.004 0.290
0.198 -0.091 -0.669
-0.045 0.271 -0.144
-0.781 0.432 -1.030
0.639 -0.673 -0.398
-0.020 0.042 0.394
5.081 -2.664 2.891
4.357 1.906 0.037
-1.543 1.473 1.676
-0.563 -0.488 -1.189
-0.192 0.159 0.072
-4.759 1.356 -7.003
-0.259 -2.865 3.205
-0.149 -0.019 1.917
-1.871 0.741 -1.289
-2.785 -1.589 -1.824
-3.165 0.933 -0.623
1.437 0.772 -1.423
0.298 -0.736 -0.540
0.022 -0.594 -0.016
6.434 1.122 5.537
-1.896 1.159 0.321
-0.693 -1.459 -0.914
0.484 0.526 -0.640
2.124 1.078 -2.615
-6.871 -3.063 -0.218
0.810 -1.183 0.308
1.529 0.703 2.663
0.902 0.024 -0.889
4.003 2.578 -0.627
-0.270 -0.783 1.620
-0.971 0.603 -0.131
-1.006 -0.203 -0.047
-0.933 -0.840 -3.483
0.710 0.396 1.350
-0.968 -0.876 3.196
1.357 1.254 -0.724
1.250 1.965 0.225
-1.558 0.159 0.006
0.061 0.969 0.221
0.157 -3.405 -0.433
0.402 0.331 1.425
-2.874 -2.136 -0.105
-0.768 3.169 -3.242
3.056 -1.093 1.821